Entry 1:
Computed, not measured: C41H46N9O7PW as an isolated structure, with ωB97M-V with the def2-TZVPD basis set.

Geometry (Å):
W (0.41409, -0.27896, 0.06565)
O (-2.73151, 1.82786, 1.96773)
C (-2.25389, 0.87436, 1.40775)
O (-0.93411, 0.77742, 1.22921)
C (-3.10215, -0.23293, 0.88786)
C (-4.45904, -0.22954, 1.18279)
C (-5.26241, -1.21967, 0.65630)
C (-4.76459, -2.19736, -0.18197)
C (-3.41221, -2.20080, -0.46308)
C (-2.55102, -1.23052, 0.07723)
O (-1.26601, -1.24068, -0.21432)
N (-2.92779, -3.23922, -1.39065)
O (-3.74577, -3.75855, -2.10809)
O (-1.75193, -3.56937, -1.32736)
N (-6.70314, -1.22960, 0.97948)
O (-7.36801, -2.10425, 0.47803)
O (-7.10137, -0.35732, 1.71332)
H (-4.87558, 0.54691, 1.80932)
H (-5.41942, -2.94230, -0.61262)
C (-0.36284, -1.58338, 2.79796)
C (-0.10578, -2.57376, 3.95715)
N (0.79999, -3.63299, 3.54102)
C (0.25907, -4.24119, 2.33527)
C (0.28422, -3.24071, 1.15379)
N (0.59313, -1.85850, 1.66470)
C (1.97455, -1.89948, 2.22789)
C (2.10032, -3.06101, 3.24860)
H (-0.21900, -0.55880, 3.12315)
H (-1.37056, -1.68272, 2.39646)
H (-1.04614, -3.02004, 4.27925)
H (0.32487, -2.05374, 4.81368)
H (-0.75842, -4.57028, 2.54422)
H (0.84522, -5.12571, 2.08370)
H (-0.65480, -3.20860, 0.61101)
H (1.06846, -3.50073, 0.44969)
H (2.17485, -0.93796, 2.69130)
H (2.67861, -2.02212, 1.40429)
H (2.54458, -2.68966, 4.17249)
H (2.75006, -3.84632, 2.86136)
N (1.94048, 2.23433, -1.57639)
C (2.85324, 2.53839, -2.49778)
C (3.51460, 1.37007, -2.82546)
C (2.91025, 0.39530, -2.04619)
N (1.94876, 0.91793, -1.26657)
H (1.32161, 2.87163, -1.08123)
H (2.97539, 3.54965, -2.84395)
H (4.31878, 1.24632, -3.52677)
H (3.15455, -0.64913, -2.00303)
C (-0.00746, 1.62752, 6.08165)
C (-0.69174, 2.31798, 5.09417)
C (-0.25502, 2.27536, 3.77775)
C (0.87693, 1.53813, 3.44256)
C (1.57192, 0.85305, 4.44609)
C (1.12934, 0.89666, 5.75693)
P (1.44154, 1.48255, 1.71264)
C (0.99053, 3.15319, 1.07800)
C (1.78854, 4.24565, 1.42136)
C (1.47137, 5.52464, 0.98784)
C (0.34987, 5.74069, 0.20221)
C (-0.45920, 4.66754, -0.14372)
C (-0.14825, 3.38865, 0.29855)
C (3.26057, 1.46471, 1.90308)
C (4.05258, 0.64144, 1.10529)
C (5.43107, 0.60931, 1.24887)
C (6.04338, 1.40333, 2.20612)
C (5.26985, 2.20873, 3.02983)
C (3.89251, 2.23190, 2.88845)
H (-0.34998, 1.66617, 7.10625)
H (-1.57401, 2.89141, 5.34112)
H (-0.81676, 2.79910, 3.01824)
H (2.48730, 0.31940, 4.22510)
H (1.68075, 0.37638, 6.52798)
H (2.67463, 4.11106, 2.02013)
H (2.10615, 6.35392, 1.26753)
H (0.10100, 6.73909, -0.12928)
H (-1.34826, 4.82566, -0.73841)
H (-0.82849, 2.58315, 0.04700)
H (3.58661, 0.00488, 0.36200)
H (6.02815, -0.03572, 0.61890)
H (7.11814, 1.38491, 2.32130)
H (5.73856, 2.81053, 3.79553)
H (3.30747, 2.83012, 3.57345)
C (2.40310, -5.14968, -2.26486)
C (3.26511, -4.12743, -1.55179)
N (2.42528, -2.97163, -1.25261)
C (1.42413, -2.53891, -2.05468)
N (0.78946, -1.41721, -1.71042)
C (-0.16665, -0.84164, -2.67951)
C (0.19580, -1.20909, -4.10454)
C (0.20950, -2.72098, -4.16279)
N (1.15689, -3.22514, -3.16671)
C (1.80331, -4.50280, -3.49478)
H (1.60982, -5.49516, -1.59899)
H (2.99844, -6.01233, -2.55761)
H (4.11601, -3.83917, -2.17570)
H (3.65329, -4.51749, -0.61127)
H (2.73006, -2.31889, -0.54768)
H (-0.17021, 0.25285, -2.54747)
H (-1.17292, -1.20312, -2.46391)
H (1.17698, -0.81240, -4.37665)
H (-0.54202, -0.80606, -4.79681)
H (0.54822, -3.07834, -5.13515)
H (-0.78186, -3.13912, -3.96911)
H (2.56703, -4.32919, -4.25820)
H (1.03503, -5.14115, -3.93152)

Multiplicity: 3
Energy relative to the best compared isomer or geometry (same formula, charge and spin) in eV: 1.7251
⟨S²⟩: 2.02
Total charge: +2

Atomic partial charges in e from the Mulliken method, atoms 1 to 5: 2.358, -0.576, 0.174, -0.506, 0.643

***

Entry 2:
Computed, not measured: C41H47BBeF4N7O2 as an isolated structure, with ωB97M-V with the def2-TZVPD basis set.

Geometry (Å):
Be (-16.93779, 16.18730, -3.53252)
B (-16.04677, 14.30766, -1.65842)
F (-15.20601, 14.57293, -2.67813)
F (-17.03177, 15.22369, -1.45401)
F (-16.67914, 13.13820, -1.98908)
F (-15.23625, 14.10680, -0.58936)
N (-16.64738, 9.77925, -4.84827)
C (-17.31540, 10.52504, -3.87915)
C (-18.51742, 10.18790, -3.29927)
C (-19.16970, 8.97798, -3.74845)
C (-18.46915, 8.13379, -4.60812)
C (-17.27173, 8.60433, -5.18238)
H (-16.83769, 11.47058, -3.66906)
H (-18.90312, 10.89640, -2.58119)
H (-20.20387, 8.81714, -3.48196)
H (-18.95183, 7.23146, -4.95341)
H (-16.68647, 7.84045, -5.67263)
N (-19.17837, 14.87018, 1.68403)
C (-20.33520, 14.16966, 1.60509)
C (-20.35662, 12.82821, 1.21116)
C (-19.20597, 12.24742, 0.76123)
C (-17.97839, 12.88276, 0.67896)
C (-17.99430, 14.21669, 1.17352)
H (-21.24366, 14.66462, 1.91511)
H (-21.23904, 12.20720, 1.25686)
H (-19.18989, 11.18371, 0.57508)
H (-17.08703, 12.49337, 0.20965)
H (-17.16890, 14.90051, 1.04115)
N (-12.23842, 11.03346, -3.15128)
C (-13.39210, 11.05509, -2.42582)
C (-13.46379, 10.44560, -1.19194)
C (-12.35840, 9.74416, -0.67140)
C (-11.15888, 9.73448, -1.38500)
C (-11.12542, 10.34982, -2.62844)
H (-14.19284, 11.67407, -2.80274)
H (-14.39592, 10.56961, -0.66076)
H (-12.43756, 9.17764, 0.24467)
H (-10.30771, 9.20514, -0.98285)
H (-10.16633, 10.27471, -3.11927)
N (-16.31819, 17.98939, -1.99766)
C (-16.90802, 19.20540, -2.03820)
C (-16.62596, 20.29582, -1.20659)
C (-15.56685, 20.17190, -0.37695)
C (-14.84228, 18.93629, -0.24667)
C (-15.30846, 17.82796, -1.08625)
H (-17.60436, 19.27990, -2.86037)
H (-17.15337, 21.23377, -1.29876)
H (-15.25044, 21.01031, 0.22584)
H (-14.09409, 18.91238, 0.53182)
H (-14.69017, 16.95465, -1.23272)
N (-18.72361, 14.13280, -4.07829)
C (-19.12078, 13.81445, -5.37601)
C (-20.22341, 13.01061, -5.66715)
C (-20.99769, 12.50267, -4.64295)
C (-20.62209, 12.79936, -3.33253)
C (-19.53041, 13.62933, -3.09562)
H (-18.82601, 14.37139, -6.25312)
H (-20.51781, 12.81887, -6.68841)
H (-21.87196, 11.91800, -4.88834)
H (-21.16807, 12.34015, -2.52171)
H (-19.40324, 13.84950, -2.04597)
N (-16.35917, 15.10294, -5.81747)
C (-16.53719, 15.49579, -7.09375)
C (-16.48687, 14.64273, -8.24019)
C (-16.02820, 13.34815, -7.96700)
C (-15.73969, 12.89672, -6.66418)
C (-15.88993, 13.81960, -5.65954)
H (-16.85462, 16.52351, -7.19083)
H (-16.74408, 15.04667, -9.20821)
H (-15.56194, 12.80555, -8.77607)
H (-15.41427, 11.88623, -6.46568)
H (-15.53690, 13.47720, -4.69802)
N (-19.38996, 16.72171, -2.21569)
C (-20.58422, 16.96434, -2.77479)
C (-21.71542, 17.43371, -2.14615)
C (-21.60631, 17.81129, -0.79566)
C (-20.40046, 17.51605, -0.15145)
C (-19.29859, 17.02406, -0.82912)
H (-20.60930, 16.75801, -3.83460)
H (-22.67462, 17.50790, -2.63690)
H (-22.42356, 18.26982, -0.25876)
H (-20.23532, 17.82615, 0.86981)
H (-18.32683, 16.99342, -0.35886)
C (-13.43348, 19.08318, -4.68642)
C (-13.58938, 17.61862, -4.90313)
O (-14.29597, 16.91047, -4.16211)
C (-12.84924, 16.90295, -6.00372)
H (-13.65308, 19.38813, -3.66324)
H (-13.92705, 19.74058, -5.40217)
H (-12.36811, 19.22052, -4.87145)
H (-12.51286, 15.93045, -5.64431)
H (-12.05806, 17.55651, -6.37115)
H (-13.48910, 16.54442, -6.81003)
C (-12.28970, 15.34623, 1.47416)
C (-11.28581, 14.65957, 0.48297)
O (-10.27646, 14.05370, 0.92942)
C (-11.67978, 14.82810, -0.98190)
H (-12.23405, 16.43371, 1.52283)
H (-12.13775, 15.02562, 2.50481)
H (-13.30433, 15.07419, 1.18323)
H (-11.28499, 15.72761, -1.45427)
H (-12.75214, 14.68587, -1.11569)
H (-11.16457, 14.03740, -1.52730)

Multiplicity: 2
Electronic energy in Eh: -2562.81111
⟨S²⟩: 0.76
Total charge: +2

Atomic partial charges in e from the Mulliken method, atoms 1 to 5: 1.179, 0.085, -0.314, 0.409, -0.152

***

Entry 3:
Computed, not measured: C41H47BiBr2Ge2N4O5S as an isolated structure, with ωB97M-V with the def2-TZVPD basis set.

Geometry (Å):
Bi (-1.09554, -0.12115, 0.23843)
C (2.61503, -3.84541, 0.20552)
C (2.22619, -2.61700, 1.09303)
Ge (1.85123, -0.80573, 0.29656)
C (2.85266, 0.36122, 1.55260)
C (4.30866, 0.63595, 1.27443)
C (2.69096, -0.89028, -1.47963)
C (3.27179, -0.04430, -2.38091)
Ge (1.90132, 1.14185, -3.01431)
C (0.56127, 0.24987, -4.11891)
C (1.05137, -1.09383, -4.72170)
C (2.61502, 2.63348, -4.01986)
C (1.54820, 3.64570, -4.35524)
C (4.64801, -0.12121, -2.74123)
C (5.58598, -0.84324, -1.95497)
C (6.81463, -1.09329, -2.42391)
C (7.28126, -0.63831, -3.63897)
C (6.41207, 0.08929, -4.42710)
C (5.10930, 0.33995, -3.99219)
H (2.20845, -4.80510, 0.65501)
H (3.73382, -3.86138, 0.21025)
H (2.26922, -3.66637, -0.81516)
H (2.95223, -2.41843, 1.91440)
H (1.27602, -2.74523, 1.63548)
H (2.77183, -0.23492, 2.50670)
H (2.37975, 1.30346, 1.62133)
H (4.73268, 1.20232, 2.04508)
H (4.52638, 1.19358, 0.35054)
H (4.83718, -0.31502, 1.15287)
H (2.86057, -1.98908, -1.76225)
H (0.34792, 0.91622, -4.94349)
H (-0.32175, 0.19938, -3.46467)
H (2.13840, -0.98460, -4.99537)
H (0.44084, -1.31071, -5.63945)
H (0.87931, -1.95107, -3.99861)
H (3.10456, 2.22923, -4.88252)
H (3.38820, 3.06171, -3.33273)
H (0.62200, 3.64887, -3.76704)
H (1.34550, 3.66139, -5.43329)
H (1.95919, 4.62654, -4.13767)
H (5.24413, -1.24283, -1.01996)
H (7.45325, -1.60353, -1.70852)
H (8.29450, -0.81145, -3.97234)
H (6.73969, 0.43918, -5.43706)
H (4.42903, 0.75297, -4.69828)
C (-5.48126, -1.79427, 4.45200)
N (-4.88573, -0.48154, 4.51445)
C (-4.71097, 0.45341, 5.56883)
C (-3.94845, 1.46547, 5.13960)
N (-3.62769, 1.17242, 3.82364)
C (-4.32237, 0.10301, 3.36660)
S (-4.28020, -0.57872, 1.83653)
H (-4.80686, -2.44051, 3.86332)
H (-6.43927, -1.82058, 3.88382)
H (-5.62000, -2.10949, 5.49579)
H (-5.30580, 0.31282, 6.45785)
H (-3.69775, 2.43292, 5.53527)
H (-3.14747, 1.76992, 3.14572)
Br (1.33926, -0.43947, 8.76670)
C (1.08006, -0.48890, 6.88289)
C (0.78976, -1.62194, 6.16294)
C (0.31481, -1.44408, 4.88711)
C (0.02840, -0.17996, 4.38889)
C (0.35639, 0.96841, 5.12567)
C (0.91471, 0.81867, 6.37361)
C (-0.52372, -0.11993, 3.01154)
O (-0.78796, 1.04106, 2.53525)
O (-0.42003, -1.23157, 2.28762)
H (1.08452, -2.60193, 6.49425)
H (0.08657, -2.37474, 4.28034)
H (0.21356, 2.03601, 4.80976)
H (1.23346, 1.61005, 7.07583)
C (1.42833, 2.98931, -0.94120)
O (1.50775, 1.61622, -1.39451)
H (0.60682, 3.57705, -1.42000)
H (2.38179, 3.51570, -1.07562)
H (1.20640, 2.93231, 0.13745)
N (-4.19939, -7.12783, -1.32453)
C (-3.73504, -6.07145, -1.26100)
C (-3.18204, -4.75653, -1.23474)
C (-3.64403, -3.66641, -1.98935)
C (-2.84402, -2.51321, -2.05880)
N (-1.71012, -2.37926, -1.37338)
C (-1.26725, -3.44232, -0.64788)
C (-1.93103, -4.65024, -0.57698)
H (-4.60859, -3.66128, -2.51910)
H (-3.14333, -1.60173, -2.62927)
H (-0.33384, -3.36442, -0.15626)
H (-1.61352, -5.42813, 0.12469)
Br (-3.71537, 3.04295, -4.25747)
C (-4.20587, 3.48727, -2.52486)
C (-5.19412, 4.45506, -2.49888)
C (-5.94394, 4.69499, -1.33935)
C (-5.73492, 3.90651, -0.23149)
C (-4.73905, 2.98023, -0.25170)
C (-3.81403, 2.83956, -1.30515)
C (-2.53776, 1.93221, -1.22309)
O (-2.00853, 1.88286, -0.00837)
O (-2.19944, 1.27073, -2.21878)
H (-5.38006, 4.99246, -3.43297)
H (-6.77663, 5.41488, -1.30803)
H (-6.34966, 3.99695, 0.65482)
H (-4.61782, 2.40035, 0.64512)

Energy relative to the best compared isomer or geometry (same formula, charge and spin) in eV: 0.0000

Atomic partial charges in e from the Mulliken method, atoms 1 to 5: 0.922, -1.259, -0.690, 0.295, -0.586

***

Entry 4:
Computed, not measured: C41H47Br2N5O12 as an isolated structure, with ωB97M-V with the def2-TZVPD basis set.

Geometry (Å):
C (1.36856, 2.59141, 0.90482)
C (1.12665, 3.09417, -0.54660)
C (-0.25302, 2.66852, -1.14921)
C (-0.10259, 2.70872, -2.68724)
C (-1.31470, 3.68976, -0.61676)
O (-1.01916, 4.97925, -1.15182)
C (-0.81668, 5.89131, -0.07351)
C (-2.76366, 3.26221, -1.11302)
O (-3.28191, 4.29086, -1.95005)
C (-4.28430, 5.10424, -1.37713)
C (-3.70329, 2.73432, -0.00657)
Br (-3.66482, 3.69038, 1.70766)
C (-3.27933, 1.20522, 0.26827)
C (-4.51622, 0.29848, 0.43613)
Br (-2.10874, 1.15210, 1.83940)
H (2.22338, 3.14675, 1.33070)
H (0.45315, 2.72439, 1.49748)
H (1.69347, 1.53838, 0.85452)
H (1.90148, 2.62193, -1.18174)
H (1.26092, 4.18278, -0.66042)
H (-0.47646, 1.65069, -0.76827)
H (-1.01413, 2.28558, -3.15458)
H (0.72530, 2.06356, -3.01911)
H (-0.01765, 3.75102, -3.02192)
H (-1.18433, 3.70664, 0.47490)
H (0.05689, 5.60075, 0.53755)
H (-0.62646, 6.88505, -0.50355)
H (-1.69823, 5.97181, 0.59156)
H (-2.60529, 2.40565, -1.79521)
H (-5.26195, 4.59660, -1.26127)
H (-3.97502, 5.60713, -0.44353)
H (-4.47087, 5.92120, -2.09898)
H (-4.76174, 2.67234, -0.29493)
H (-2.67227, 0.78858, -0.54617)
H (-5.12170, 0.39952, -0.48240)
H (-4.14500, -0.74119, 0.45273)
H (-5.07720, 0.53319, 1.35043)
C (1.02952, -5.02087, -0.25266)
C (1.13639, -3.70889, -0.69899)
C (0.29339, -2.73301, -0.18980)
C (-0.64611, -3.08568, 0.76659)
C (-0.76548, -4.39111, 1.21113)
C (0.07713, -5.36115, 0.69680)
N (-1.52556, -2.05346, 1.32870)
O (-1.41592, -0.91349, 0.90811)
O (-2.31757, -2.38879, 2.19266)
H (1.69215, -5.78191, -0.64685)
H (1.87941, -3.44673, -1.44081)
H (0.38014, -1.71289, -0.53875)
H (-1.50307, -4.66276, 1.95279)
H (-0.00437, -6.38472, 1.03849)
C (7.02545, -7.83750, 1.17552)
C (6.07307, -7.90031, 2.18427)
C (4.73371, -8.05846, 1.86525)
C (4.36496, -8.15623, 0.53410)
C (5.30329, -8.08785, -0.48193)
C (6.64052, -7.92696, -0.15607)
N (2.94959, -8.34794, 0.19495)
O (2.15079, -8.38541, 1.11043)
O (2.65733, -8.46112, -0.98102)
H (8.07192, -7.71927, 1.42792)
H (6.37540, -7.82870, 3.22061)
H (3.99581, -8.10639, 2.65415)
H (5.00876, -8.16011, -1.51945)
H (7.38443, -7.87480, -0.94004)
C (-2.67746, -3.99980, 6.74569)
C (-1.98728, -4.94633, 7.49265)
C (-0.86004, -5.55844, 6.96713)
C (-0.43469, -5.21019, 5.69652)
C (-1.11786, -4.27324, 4.93941)
C (-2.24545, -3.66645, 5.46849)
N (0.77400, -5.83763, 5.14354)
O (1.34437, -6.66749, 5.82412)
O (1.13568, -5.48581, 4.03712)
H (-3.55452, -3.51922, 7.16111)
H (-2.32698, -5.20486, 8.48698)
H (-0.32652, -6.29417, 7.55219)
H (-0.78417, -4.00705, 3.94724)
H (-2.78473, -2.93074, 4.88603)
C (3.64597, 10.70680, -2.23077)
C (2.30777, 11.07688, -2.20844)
C (1.42572, 10.43922, -1.35038)
C (1.89816, 9.43788, -0.51927)
C (3.22822, 9.05429, -0.53662)
C (4.10465, 9.69392, -1.39887)
N (0.97171, 8.77698, 0.40807)
O (-0.19516, 9.12420, 0.38626)
O (1.42425, 7.92408, 1.14788)
H (4.33421, 11.21026, -2.89836)
H (1.95250, 11.86533, -2.85871)
H (0.38504, 10.73064, -1.33665)
H (3.59046, 8.26850, 0.11113)
H (5.14725, 9.40542, -1.42030)
C (-2.37316, -2.88106, -3.68108)
C (-2.50621, -3.08776, -5.04792)
C (-2.13549, -2.09327, -5.94059)
C (-1.62991, -0.90083, -5.45167)
C (-1.49913, -0.67986, -4.09153)
C (-1.87412, -1.67659, -3.20331)
N (-1.21335, 0.14615, -6.39897)
O (-1.36137, -0.07754, -7.58455)
O (-0.74291, 1.16973, -5.94341)
H (-2.65828, -3.66155, -2.98608)
H (-2.89667, -4.02645, -5.41835)
H (-2.24132, -2.25966, -7.00329)
H (-1.10796, 0.25472, -3.71418)
H (-1.77347, -1.51577, -2.13646)

Electronic energy in Eh: -7914.65775

Atomic partial charges in e from the Mulliken method, atoms 1 to 5: -1.000, -0.898, 1.881, -1.617, -0.131

***

- What is the formula in the third record?
  C41H47BiBr2Ge2N4O5S